a.
Entry from OMol25: one molecule with the formula C3H5F2N (ωB97M-V/def2-TZVPD).

Last column: Mulliken charge in e.
Positions of all 11 atoms, in Å:
1 C 0.40 -0.20 1.45  -0.74
2 C 0.74 0.24 0.25  0.66
3 C 0.15 -0.03 -1.08  -1.17
4 N 1.92 1.09 0.06  0.07
5 F 2.53 1.39 1.19  -0.16
6 F 1.51 2.33 -0.47  -0.21
7 H 0.75 0.07 2.41  0.32
8 H -0.38 -0.98 1.53  0.21
9 H 0.86 -0.75 -1.40  0.28
10 H 0.19 0.81 -1.69  0.36
11 H -0.79 -0.45 -1.01  0.37

Properties
Total charge = 0

***

b.
Entry from OMol25: C3H5F2N as an isolated structure (ωB97M-V/def2-TZVPD).

Last column: Mulliken charge in e.
Positions of all 11 atoms, in Å:
1 C -0.39 0.00 1.21  -0.78
2 C -0.22 -0.24 -1.06  -0.73
3 C -1.31 -0.05 -0.02  1.32
4 N 0.92 -0.34 -0.11  -0.55
5 F -2.05 1.09 -0.17  -0.32
6 F -2.23 -1.05 0.04  -0.33
7 H -0.20 0.96 1.64  0.28
8 H -0.45 -0.85 1.87  0.30
9 H -0.34 -1.17 -1.62  0.28
10 H -0.17 0.59 -1.77  0.27
11 H 1.48 0.50 -0.12  0.26

Properties
Total charge = 0

***

From most stable to least stable, the computed energies give b, a.